{
  "formula": "C27H53BO7Si",
  "method": "ωB97M-V with the def2-TZVPD basis set",
  "species": ["C", "C", "C", "C", "C", "C", "C", "C", "C", "C", "C", "C", "C", "C", "Si", "B", "C", "O", "H", "H", "H", "H", "H", "H", "H", "H", "H", "H", "H", "H", "H", "H", "H", "H", "H", "H", "H", "H", "H", "H", "H", "H", "H", "H", "H", "H", "H", "H", "H", "H", "H", "H", "H", "O", "C", "C", "C", "C", "O", "H", "H", "H", "H", "H", "H", "O", "C", "C", "C", "C", "O", "H", "H", "H", "H", "H", "H", "O", "C", "C", "C", "C", "O", "H", "H", "H", "H", "H", "H"],
  "coordinates": [[-3.46613, 1.85607, -3.02666], [-2.86965, 2.46289, -1.75108], [-2.04856, 1.44584, -0.95053], [-1.60813, 1.95057, 0.43252], [-0.35711, 2.84008, 0.38074], [0.98767, 2.13407, 0.66233], [1.10226, 0.65990, 0.22796], [2.26887, 0.40014, -0.72310], [2.18356, -1.01000, -1.31413], [1.22548, -1.08857, -2.50203], [0.95263, -2.51389, -2.98508], [0.44591, -2.57064, -4.42311], [-0.85592, -1.78014, -4.62152], [-1.01468, -1.14273, -6.00573], [-0.22679, 0.56363, -6.06475], [-1.39950, 1.98077, -5.18920], [-0.97562, 2.80238, -3.91674], [-2.60583, 2.21001, -5.79173], [-4.38414, 1.29869, -2.81719], [-3.70817, 2.62225, -3.77015], [-2.75583, 1.16007, -3.48968], [-3.67137, 2.86152, -1.11702], [-2.21879, 3.30779, -2.02693], [-1.15202, 1.21129, -1.54386], [-2.60381, 0.50579, -0.86054], [-1.42860, 1.09266, 1.09065], [-2.43766, 2.53089, 0.86145], [-0.31436, 3.32531, -0.60584], [-0.46308, 3.65906, 1.10221], [1.76984, 2.70589, 0.14364], [1.22751, 2.21352, 1.73017], [1.24427, 0.04208, 1.12287], [0.21145, 0.32239, -0.30537], [2.16347, 1.10677, -1.56364], [3.23692, 0.54458, -0.23989], [1.82166, -1.69899, -0.53876], [3.17865, -1.35635, -1.61863], [0.28333, -0.60552, -2.20565], [1.62729, -0.50150, -3.34313], [0.22634, -3.00953, -2.32456], [1.88903, -3.08463, -2.90891], [1.23400, -2.19985, -5.09607], [0.25740, -3.61346, -4.70972], [-1.70259, -2.45603, -4.44579], [-0.91713, -1.00193, -3.84971], [-0.56359, -1.77473, -6.78372], [-2.07566, -1.02278, -6.25851], [1.09585, 0.53887, -5.37878], [0.03631, 0.95311, -7.47923], [-0.44647, 2.17850, -3.18589], [-0.26235, 3.58874, -4.20482], [-1.82414, 3.29033, -3.41419], [-3.07590, 2.96121, -5.42175], [-1.53842, -1.62858, 0.53702], [-1.12418, -2.50847, 1.23144], [-0.29176, -3.72224, 0.86437], [-0.46234, -4.63789, 2.07548], [-0.70524, -3.62740, 3.19436], [-1.37616, -2.52646, 2.56246], [0.73938, -3.38922, 0.73770], [-0.63632, -4.14140, -0.07726], [0.38943, -5.28475, 2.27229], [-1.34501, -5.26532, 1.94488], [0.22548, -3.25075, 3.62417], [-1.34457, -3.99410, 3.99425], [0.06205, -0.27963, 4.74893], [-0.98447, 0.02618, 5.24107], [-2.36782, -0.51010, 4.94173], [-3.28965, 0.51008, 5.60338], [-2.40739, 1.03817, 6.73094], [-1.06138, 0.94572, 6.23186], [-2.43936, -1.49526, 5.40908], [-2.50552, -0.62836, 3.87117], [-4.23268, 0.10293, 5.96016], [-3.50995, 1.31427, 4.90046], [-2.47678, 0.42337, 7.63116], [-2.59322, 2.07559, 6.99619], [5.40202, 0.27650, 0.94454], [5.05222, 0.43257, 2.07886], [5.89228, 0.85117, 3.27315], [4.99857, 0.51158, 4.46220], [3.60534, 0.64708, 3.85298], [3.76670, 0.27422, 2.46935], [6.07391, 1.92457, 3.18576], [6.84955, 0.33723, 3.25226], [5.14053, 1.15260, 5.32946], [5.16650, -0.52136, 4.77052], [3.23429, 1.67398, 3.88465], [2.85786, -0.00288, 4.28777]],
  "forces_ev_per_a": [[-0.3, -0.2, 0.5], [-0.3, 0.0, 0.5], [0.1, 0.0, -0.1], [-0.1, 0.0, 0.0], [0.0, 0.2, 0.0], [0.1, 0.1, -0.1], [0.3, 0.1, 0.0], [-0.3, -0.1, -0.3], [0.0, -0.1, -0.1], [-0.1, 0.1, 0.0], [0.2, -0.1, 0.1], [-0.1, 0.0, -0.2], [-0.2, -0.2, 0.1], [0.1, 0.0, -0.2], [0.0, 0.2, -0.1], [0.1, 0.1, 0.0], [0.4, 0.5, -0.5], [0.5, 0.0, -0.7], [0.1, 0.0, 0.1], [-0.2, -0.2, 0.4], [-0.3, 0.1, 0.2], [0.0, 0.0, -0.1], [-0.6, -0.3, 0.9], [-0.2, -0.1, 0.1], [0.0, 0.1, 0.1], [-0.1, 0.1, 0.0], [0.1, -0.2, 0.0], [0.0, -0.1, 0.1], [0.0, -0.1, -0.1], [-0.1, -0.1, 0.2], [-0.1, 0.0, -0.1], [-0.2, -0.1, -0.2], [-0.1, 0.0, 0.4], [0.3, 0.0, 0.2], [-0.1, 0.2, 0.0], [0.1, 0.0, 0.0], [-0.1, 0.0, 0.0], [0.1, -0.1, -0.1], [0.0, -0.1, 0.2], [0.1, 0.1, 0.0], [-0.2, 0.0, 0.0], [-0.2, 0.1, 0.1], [0.1, 0.1, 0.0], [0.1, 0.1, 0.1], [-0.1, -0.1, -0.1], [-0.2, 0.0, 0.2], [0.1, 0.0, 0.0], [0.0, -0.1, -0.1], [0.0, 0.0, 0.0], [-0.1, 0.1, -0.1], [0.0, -0.1, -0.1], [1.0, 0.0, -1.1], [-0.1, 0.0, 0.1], [0.0, -0.1, -0.2], [0.0, 0.1, 0.1], [-0.1, 0.0, 0.1], [-0.1, 0.1, 0.0], [0.1, 0.0, 0.0], [-0.1, 0.0, 0.1], [0.0, 0.0, 0.0], [0.0, 0.0, 0.0], [0.0, 0.0, 0.0], [0.0, 0.0, 0.0], [0.0, 0.0, 0.0], [0.0, 0.0, 0.0], [0.1, 0.0, -0.1], [0.1, -0.1, 0.1], [-0.1, 0.1, 0.0], [0.1, 0.1, -0.1], [0.0, 0.0, 0.0], [0.0, 0.1, 0.1], [0.0, 0.0, 0.0], [0.0, -0.1, 0.0], [0.0, 0.0, 0.0], [0.0, 0.0, 0.0], [0.0, 0.0, 0.0], [0.0, 0.0, 0.0], [0.0, -0.1, 0.1], [0.0, 0.2, -0.1], [-0.1, -0.1, 0.0], [0.0, 0.0, -0.1], [0.1, 0.1, -0.1], [0.0, 0.0, 0.0], [0.0, 0.0, 0.0], [0.0, 0.0, 0.0], [0.0, 0.0, 0.0], [0.0, 0.0, 0.0], [0.0, 0.0, 0.0], [-0.1, -0.1, 0.0]],
  "multiplicity": 1,
  "homo_lumo_gap_ev": 9.673,
  "e_tot_ha": -1901.65652,
  "e_lumo_ev": 0.6,
  "smiles": "CCCCCCCCCCCCCC[SiH2]B(C)O.O=C1CCCO1.O=C1CCCO1.O=C1CCCO1"
}